Computed, not measured: a structure of composition C12H17InNO6, with wB97M-V/def2-TZVPD.

## Properties
net charge: +1
orbital gap: 3.5 eV
electronic energy: -31654.02290 eV
energy above the lowest of the compared OMol25 structures with the same formula, charge and spin: 3.301 eV
HOMO level: -0.406 hartree
lowest unoccupied orbital energy: -7.59 eV
multiplicity: 1

```
37
Properties=species:S:1:pos:R:3:mulliken_charge:R:1
In 0.4457 0.6596 0.3580 1.1444
C -0.7452 -0.1029 4.3884 -0.1825
C -0.2205 -0.3358 3.0588 0.5434
C -1.1782 -0.8603 1.8981 0.5491
O -0.8741 -0.7665 0.7306 -0.5057
C -2.5848 -1.1422 2.3657 -0.5419
C -2.8923 -1.0429 3.6875 0.3107
C -2.0090 -0.3763 4.6817 0.1830
O -2.2798 -0.1263 5.9016 -0.4863
O -4.1135 -1.4077 3.9394 -0.5820
O 0.9343 -0.0744 2.7740 -0.6001
H -0.0266 0.3673 5.0434 0.4936
H -3.3310 -1.5264 1.6860 0.5286
C 3.9001 2.2128 -0.1944 -0.8621
O 2.9601 1.1621 -0.4900 -0.2383
C 3.2457 0.7203 -1.8628 -0.6879
C 2.3208 -0.4476 -2.3292 -0.7777
N 0.9230 -0.0629 -2.0574 -0.2515
C -0.1272 -0.9213 -2.6590 -0.7882
C -1.5004 -0.3109 -2.5186 -0.6245
O -1.6754 -0.0630 -1.1880 -0.1966
C -3.0270 -0.1947 -0.8066 -1.0610
H 4.9546 1.9399 -0.1554 0.3265
H 3.6910 2.4973 0.8368 0.2895
H 3.7573 3.0973 -0.8152 0.3498
H 4.2683 0.3695 -2.0024 0.4200
H 3.1292 1.5676 -2.5386 0.4394
H 2.4072 -1.3919 -1.7916 0.4179
H 2.5708 -0.5160 -3.3879 0.3779
H 0.8177 0.8392 -2.4992 0.2646
H -0.1119 -1.9377 -2.2656 0.3508
H 0.1741 -0.9723 -3.7052 0.5488
H -2.2462 -0.9614 -2.9753 0.4152
H -1.4513 0.6654 -3.0009 0.3021
H -3.6274 0.4614 -1.4369 0.4031
H -3.0749 0.1968 0.2095 0.3719
H -3.4034 -1.2150 -0.8794 0.3560
```

=====

Computed, not measured: a cluster of 2 separate species, C12H17N in total, with wB97M-V/def2-TZVPD.

## Properties
net charge: -1
orbital gap (alpha / beta): 2.6 / 6.1 eV
electronic energy: -14208.71614 eV
energy above the lowest of the compared OMol25 structures with the same formula, charge and spin: 0.318 eV
HOMO level (alpha / beta): 0.025 / -0.106 hartree
lowest unoccupied orbital energy (alpha / beta): 3.27 / 3.22 eV
multiplicity: 2

```
30
Properties=species:S:1:pos:R:3:lowdin_spin:R:1
C -1.5632 -3.4670 2.5005 0.0034
C -0.2073 -3.0549 3.0877 0.0015
H -2.3445 -2.7561 2.7672 0.0002
H -1.4373 -3.5190 1.4233 0.0024
H -1.8255 -4.4365 2.9215 0.0004
H 0.5394 -3.7652 2.7180 0.0018
H -0.2028 -3.1167 4.1591 0.0001
H 0.1517 -2.0888 2.7396 0.0009
C -1.2995 -0.2473 -0.3166 0.0038
C -1.7703 0.3831 1.0305 0.0019
C 0.1175 0.1634 -0.5814 0.0441
C 1.2622 -0.1428 0.1217 0.1777
C 0.4513 1.2066 -1.5156 0.0673
C 1.7923 1.5694 -1.2680 0.0169
C -0.2842 1.8156 -2.5715 0.2090
C 2.4348 2.5655 -2.0149 0.1776
C 0.3412 2.8649 -3.2695 0.0494
C 1.6545 3.2205 -3.0175 0.1224
N 2.2532 0.8015 -0.2201 0.0236
H -1.3584 -1.3422 -0.3129 0.0037
H -1.9721 0.0876 -1.0972 0.0011
H -1.7493 -0.3291 1.8564 0.0014
H 1.4695 -0.8347 0.9097 0.0301
H 3.2289 0.5739 -0.1277 0.0046
H -1.3004 1.4837 -2.7501 0.0241
H 3.5041 2.7261 -1.9072 0.0217
H -0.1899 3.5204 -3.9520 -0.0003
H 2.0771 4.0976 -3.4997 0.0082
H -2.7422 0.8683 0.9370 0.0001
H -1.0307 1.1523 1.2497 0.0011
```

=====

Computed, not measured: a cluster of 2 separate species, C12H17N in total, with wB97M-V/def2-TZVPD.

## Properties
SMILES string: CCc1c[nH]c2ccccc12.CC
net charge: 0
orbital gap: 8.7 eV
electronic energy: -14207.31493 eV
energy above the lowest of the compared OMol25 structures with the same formula, charge and spin: 3.023 eV
HOMO level: -0.286 hartree
lowest unoccupied orbital energy: 0.96 eV
multiplicity: 1

```
30
Properties=species:S:1:pos:R:3:mulliken_charge:R:1
C -1.7968 0.3346 1.0469 -1.2215
C -1.2648 -0.2597 -0.2757 -0.3498
C 0.0915 0.1964 -0.5552 0.2257
C 1.2537 -0.1562 0.0924 -1.0587
N 2.3541 0.4659 -0.5436 -0.1755
C 1.7912 1.4663 -1.4195 -0.1861
C 2.3645 2.6598 -1.9769 -0.6810
C 1.5129 3.4089 -2.9099 -0.5511
C 0.2644 2.9438 -3.1996 -0.5484
C -0.2915 1.8917 -2.5065 -0.2744
C 0.4351 1.2102 -1.6002 0.6623
H -1.9821 -0.3400 1.8652 0.2260
H -2.7313 0.8722 1.0220 0.3987
H -1.1781 1.1193 1.4622 0.3955
H -1.2548 -1.3542 -0.2091 0.3575
H -2.0050 0.0141 -0.9597 0.2980
H 1.4099 -0.7185 0.8147 0.8769
H 3.2615 0.6748 -0.1784 0.2560
H 3.3772 3.0645 -1.8719 0.3215
H 1.8431 4.3160 -3.1637 0.5113
H -0.4044 3.6604 -3.8768 0.1802
H -1.2991 1.6459 -2.8460 0.3272
C -1.3091 -3.6684 2.4876 -0.7837
C -0.0994 -3.1163 2.9944 -0.4712
H -2.0903 -3.0113 2.0792 0.2383
H -1.1227 -4.4668 1.6267 0.2153
H -1.8556 -4.3280 3.2439 0.2867
H 0.5946 -3.8301 3.4601 0.3311
H -0.1525 -2.2316 3.7573 0.2381
H 0.2839 -2.4637 2.1400 -0.0448
```

=====

Computed, not measured: a cluster of 2 separate species, C12H17N in total, with wB97M-V/def2-TZVPD.

## Properties
SMILES string: Cc1c[nH]c2ccccc12.CCC
net charge: 0
orbital gap: 8.9 eV
electronic energy: -14207.25491 eV
energy above the lowest of the compared OMol25 structures with the same formula, charge and spin: 3.083 eV
HOMO level: -0.290 hartree
lowest unoccupied orbital energy: 0.97 eV
multiplicity: 1

```
30
Properties=species:S:1:pos:R:3:mulliken_charge:R:1
C -0.7115 1.4511 1.0060 -0.6826
C 0.4910 0.6849 0.6274 0.7883
C 1.4531 0.3202 1.5355 -0.8670
N 2.5983 -0.0853 0.7584 -0.2723
C 2.2414 -0.0617 -0.6808 0.1104
C 2.9569 -0.5029 -1.7785 -0.7717
C 2.1962 -0.3656 -2.9484 -0.2537
C 0.9118 0.3134 -3.0907 -0.7280
C 0.2024 0.5947 -1.9986 -0.6077
C 0.9587 0.4555 -0.7673 0.7737
H -0.7226 1.5005 2.1561 0.2819
H -1.5178 0.9017 0.8017 -0.2828
H -0.5273 2.4454 0.4392 0.3684
H 1.5278 0.4002 2.5874 0.4530
H 3.1477 -0.9428 1.0905 0.2681
H 4.0836 -0.8694 -1.9278 0.2477
H 2.5649 -0.6802 -3.9656 0.2687
H 0.4203 0.2789 -4.0320 0.3908
H -0.7040 1.0826 -2.1447 0.4428
C -2.2309 -0.9679 2.3624 -1.1216
C -3.3956 -0.5975 1.3142 0.0895
C -4.8048 -0.8272 1.8390 -1.2051
H -1.2765 -1.1151 1.9556 0.2813
H -2.3608 -0.0737 3.1023 0.2094
H -2.5692 -1.9013 2.8304 0.4470
H -3.1092 -1.3190 0.4046 0.2493
H -3.1169 0.4598 1.1209 0.1753
H -5.0739 -1.7135 2.4230 0.3365
H -5.5181 -0.9262 0.9689 0.2878
H -5.0472 0.0872 2.3589 0.3229
```

=====

Computed, not measured: a cluster of 2 separate species, C12H17N in total, with wB97M-V/def2-TZVPD.

## Properties
SMILES string: Cc1c[nH]c2ccccc12.CCC
net charge: 0
orbital gap: 8.7 eV
electronic energy: -14208.57612 eV
energy above the lowest of the compared OMol25 structures with the same formula, charge and spin: 1.761 eV
HOMO level: -0.287 hartree
lowest unoccupied orbital energy: 0.90 eV
multiplicity: 1

```
30
Properties=species:S:1:pos:R:3:mulliken_charge:R:1
C -2.4671 -1.1000 -1.2924 -1.3684
C -1.3720 -0.1111 -1.2701 0.5259
C -0.6213 0.2870 -2.3884 -0.7256
N 0.4210 1.0904 -1.9628 -0.0711
C 0.2829 1.4319 -0.6531 -0.2244
C 0.9234 2.3875 0.1760 -0.8939
C 0.4929 2.5109 1.4773 -0.3855
C -0.6158 1.7738 1.9063 -0.7226
C -1.2449 0.8626 1.1108 -0.2629
C -0.8645 0.6989 -0.2501 1.1189
H -3.2761 -1.0700 -0.5491 0.3530
H -2.0476 -2.1090 -1.0777 0.2444
H -3.0458 -0.9747 -2.2044 0.3780
H -0.7073 -0.1094 -3.3890 0.4142
H 0.8471 1.6979 -2.6469 0.2362
H 1.6849 3.1071 -0.1561 0.3426
H 1.0199 3.1045 2.1876 0.4304
H -0.9539 1.7861 2.9288 0.3691
H -2.1496 0.3828 1.5319 0.2587
C 1.2032 -2.3065 2.2207 -1.1653
C 1.1591 -2.1679 0.6594 0.7046
C 2.0105 -3.1008 -0.0993 -1.3011
H 2.1515 -2.2359 2.7522 0.3562
H 0.5900 -3.2031 2.4344 0.3143
H 0.8844 -1.3017 2.5351 0.2532
H 0.1438 -2.3039 0.3000 -0.1021
H 1.4044 -1.0606 0.6030 -0.0643
H 2.1625 -4.1698 0.1781 0.3410
H 1.6051 -3.2525 -1.1023 0.3267
H 3.0988 -2.9428 -0.0811 0.3198
```

=====

Computed, not measured: a cluster of 2 separate species, C12H17N in total, with wB97M-V/def2-TZVPD.

## Properties
SMILES string: CCc1c[nH]c2ccccc12.CC
net charge: 0
orbital gap: 8.7 eV
electronic energy: -14208.65249 eV
energy above the lowest of the compared OMol25 structures with the same formula, charge and spin: 1.685 eV
HOMO level: -0.285 hartree
lowest unoccupied orbital energy: 0.92 eV
multiplicity: 1

```
30
Properties=species:S:1:pos:R:3:mulliken_charge:R:1
C -3.3637 -1.2499 0.6434 -1.0935
C -2.8387 -0.1736 -0.3973 -0.4247
C -1.3725 -0.4365 -0.6344 0.3537
C -0.8158 -0.0616 -1.8432 -1.2036
N 0.5400 -0.2154 -1.8387 0.1447
C 0.9905 -0.5891 -0.5972 -0.9129
C 2.1993 -0.6558 0.1092 -0.7644
C 2.2623 -0.8366 1.4775 -0.5003
C 1.0894 -1.1220 2.1863 -0.6387
C -0.1471 -1.0766 1.5824 -0.5613
C -0.1933 -0.7576 0.1851 2.0271
H -4.0844 -0.7224 1.2898 0.2969
H -2.5887 -1.6744 1.2527 0.3140
H -3.8677 -1.9879 0.0526 0.3045
H -3.4698 -0.2711 -1.2720 0.3556
H -2.9882 0.8058 0.1185 0.2234
H -1.2495 0.3162 -2.7643 0.3968
H 1.1025 -0.1001 -2.6626 0.1941
H 3.2344 -0.6490 -0.2188 0.3066
H 3.2405 -0.7501 1.9384 0.4109
H 1.1289 -1.2627 3.2503 0.3829
H -1.0404 -1.1182 2.1814 0.3317
C 0.8746 3.2052 -0.9288 -0.8755
C 1.4319 2.3933 0.2283 -0.5219
H 0.2004 2.5306 -1.4631 0.1622
H 0.4957 4.1525 -0.5586 0.2968
H 1.6176 3.5708 -1.6250 0.2939
H 1.5266 2.8472 1.1965 0.5056
H 2.4159 1.9262 0.0595 0.2418
H 0.7430 1.6369 0.6702 -0.0462
```

=====

Computed, not measured: a cluster of 2 separate species, C12H17N in total, with wB97M-V/def2-TZVPD.

## Properties
SMILES string: Cc1c[nH]c2ccccc12.CCC
net charge: 0
orbital gap: 8.9 eV
electronic energy: -14207.90630 eV
energy above the lowest of the compared OMol25 structures with the same formula, charge and spin: 2.431 eV
HOMO level: -0.291 hartree
lowest unoccupied orbital energy: 0.95 eV
multiplicity: 1

```
30
Properties=species:S:1:pos:R:3:mulliken_charge:R:1
C 1.5129 -1.6637 -2.5611 -1.2615
C 1.0720 -1.9220 -1.1448 0.7138
C 1.7126 -2.4775 -0.0465 -0.9317
N 0.6888 -2.5876 0.9289 -0.0524
C -0.4121 -1.7533 0.5446 -0.5006
C -1.5060 -1.2142 1.2622 -0.5403
C -2.4295 -0.4774 0.5468 -0.5981
C -2.2748 -0.1976 -0.8829 -0.4050
C -1.2636 -0.7728 -1.6251 -0.5305
C -0.2769 -1.3912 -0.8252 1.2615
H 0.6517 -2.0512 -3.2436 0.2987
H 2.4907 -2.1535 -2.7612 0.3310
H 1.6605 -0.5933 -2.7847 0.2821
H 2.6862 -2.7892 0.2124 0.4609
H 0.6005 -2.9206 1.8379 0.1680
H -1.6242 -1.4271 2.3511 0.2634
H -3.1811 -0.0218 1.2401 0.3244
H -2.8714 0.6940 -1.1999 0.3044
H -0.9200 -0.5795 -2.6027 0.3728
C 1.2628 1.5100 1.1313 -0.8785
C 0.3617 2.5099 0.4624 -0.0984
C -0.6770 3.2053 1.3295 -1.3097
H 0.9029 0.5219 1.0665 -0.0026
H 2.1608 1.2477 0.5450 0.3047
H 1.4954 1.6208 2.1541 0.4233
H 0.8800 3.2994 -0.0253 0.3955
H -0.0111 2.0892 -0.5320 0.1791
H -1.2798 3.9591 0.8355 0.3528
H -1.3048 2.5054 1.8509 0.2779
H -0.1072 3.8307 1.9356 0.3951
```